Record 1
Entry from OMol25: the ion C13H17BBrF13O2P with charge -1 (ωB97M-V/def2-TZVPD).

Output
**Calculated total energy**: -133187.5720 eV
**HOMO**: -3.7944 eV
**Gap between HOMO and LUMO**: 0.241 hartree
**Net charge**: -1

Geometry as XYZ:
```
48
C13H17BBrF13O2P ωB97M-V/def2-TZVPD
C -2.5174 3.1344 -0.3121
C -2.5142 2.0315 0.4210
P -2.5026 0.2760 -0.3727
C -0.5594 0.1825 -0.1934
C 0.0655 0.5023 -1.5465
C 1.4633 -0.0228 -1.7704
F 1.7194 -0.1667 -3.1071
F 1.6627 -1.2454 -1.2303
C 2.5724 0.9438 -1.2553
F 2.1982 1.5285 -0.0976
F 2.7153 1.9243 -2.1641
C 3.9940 0.3440 -1.0106
F 4.9246 1.2763 -1.3013
F 4.2057 -0.6921 -1.8409
C 4.2737 -0.1727 0.4418
F 5.4073 -0.9057 0.3576
F 3.2852 -0.9874 0.8223
C 4.4647 0.8972 1.5880
F 4.7897 2.1064 1.1020
F 3.3271 1.0055 2.2752
C 5.5578 0.5212 2.6245
F 5.2730 -0.6501 3.1972
F 5.5862 1.4657 3.5724
F 6.7735 0.4553 2.0762
B -2.5248 -1.4392 -1.4221
O -3.5303 -1.6330 -2.3975
O -1.6235 -2.4749 -1.2831
C -2.9225 -0.5132 1.3853
Br -1.4981 -0.4576 2.7872
C -3.5000 -1.9264 1.4179
C -4.8562 -2.0564 0.7068
H -2.5027 4.1303 0.1242
H -2.5360 3.0599 -1.3992
H -2.5118 2.1484 1.5075
H -3.9672 0.3393 -0.5427
H -2.3786 0.9478 -1.7011
H -0.2517 -0.8134 0.1262
H -0.2191 0.9179 0.5355
H -0.5414 0.1202 -2.3774
H 0.1039 1.5893 -1.6740
H -3.2249 -1.4231 -3.2847
H -1.9562 -3.2697 -1.7221
H -3.6650 0.1624 1.8186
H -3.6634 -2.1905 2.4694
H -2.7838 -2.6632 1.0468
H -4.8846 -1.5352 -0.2481
H -5.0735 -3.1109 0.5111
H -5.6544 -1.6606 1.3398
```

Atom-resolved charges from Löwdin, all expressed in e: atom 1 (C): -0.1215, atom 2 (C): -0.3160, atom 3 (P): 0.5376, atom 4 (C): -0.3381, atom 5 (C): -0.1628, atom 6 (C): -0.4371, atom 7 (F): 0.0930, atom 8 (F): 0.1155, atom 9 (C): -0.3434, atom 10 (F): 0.1499, atom 11 (F): 0.1488, atom 12 (C): -0.3343, atom 13 (F): 0.1453, atom 14 (F): 0.1588, atom 15 (C): -0.3286, atom 16 (F): 0.1441, atom 17 (F): 0.1739, atom 18 (C): -0.3528, atom 19 (F): 0.1594, atom 20 (F): 0.1713, atom 21 (C): -0.5453, atom 22 (F): 0.1850, atom 23 (F): 0.1750, atom 24 (F): 0.1735, atom 25 (B): -0.7132, atom 26 (O): 0.0429, atom 27 (O): 0.1074, atom 28 (C): -0.7511, atom 29 (Br): 0.5732, atom 30 (C): -0.3821, atom 31 (C): -0.1162, atom 32 (H): 0.0257, atom 33 (H): 0.0229, atom 34 (H): 0.0418, atom 35 (H): 0.0111, atom 36 (H): 0.0007, atom 37 (H): 0.0559, atom 38 (H): 0.0470, atom 39 (H): 0.1054, atom 40 (H): 0.1278, atom 41 (H): 0.0829, atom 42 (H): 0.0961, atom 43 (H): 0.0367, atom 44 (H): 0.0733, atom 45 (H): 0.0868, atom 46 (H): 0.0340, atom 47 (H): 0.0695, atom 48 (H): 0.0699

Record 2
Entry from OMol25: a structure of composition C13H17Br2N4OPt (ωB97M-V/def2-TZVPD).

Output
**Calculated total energy**: -165090.4107 eV
**HOMO (spin up / spin down)**: -10.2232 / -10.2568 eV
**Gap between HOMO and LUMO (spin up / spin down)**: 0.270 / 0.222 hartree
**Net charge**: +1
**Multiplicity**: 3

Geometry as XYZ:
```
38
C13H17Br2N4OPt ωB97M-V/def2-TZVPD
Pt -0.0070 0.2260 0.6468
N 2.0177 -0.6609 1.3746
C 2.8746 0.3728 1.9759
C 2.7623 1.6654 1.1798
N 1.3613 2.0993 1.1110
C 0.8820 2.7762 2.3290
C -0.6210 2.6071 2.4757
N -0.9309 1.1727 2.5233
H 1.8924 -1.4380 2.0123
H 2.4557 -1.0337 0.5393
H 3.9212 0.0658 2.0135
H 2.5341 0.5353 2.9981
H 3.1197 1.5012 0.1622
H 3.3979 2.4265 1.6415
H 1.2289 2.7120 0.3157
H 1.1389 3.8373 2.3205
H 1.3716 2.3175 3.1894
H -1.1317 3.0332 1.6115
H -0.9620 3.1383 3.3668
H -1.9232 1.0044 2.3862
H -0.6561 0.7637 3.4084
Br -5.0245 -0.1564 -0.5438
C -3.5722 -0.9673 -1.4281
C -3.7989 -1.8281 -2.5041
C -2.7530 -2.4177 -3.1633
Br -3.1168 -3.6311 -4.5680
C -1.4199 -2.1284 -2.7943
C -0.2798 -2.6282 -3.4517
C 0.9701 -2.2385 -3.0434
C 1.0874 -1.3618 -1.9623
N 0.0436 -0.8979 -1.3046
C -1.2063 -1.2539 -1.6993
C -2.2915 -0.6937 -0.9470
O -2.0686 0.0213 0.1137
H -4.8152 -2.0357 -2.8091
H -0.4039 -3.3111 -4.2809
H 1.8603 -2.5850 -3.5483
H 2.0629 -1.0087 -1.6472
```

Atom-resolved charges from Löwdin, all expressed in e: atom 1 (Pt): 1.1987, atom 2 (N): -0.0632, atom 3 (C): -0.2266, atom 4 (C): -0.2013, atom 5 (N): -0.1546, atom 6 (C): -0.1940, atom 7 (C): -0.2257, atom 8 (N): -0.0646, atom 9 (H): 0.1011, atom 10 (H): 0.0726, atom 11 (H): 0.1275, atom 12 (H): 0.1113, atom 13 (H): 0.1265, atom 14 (H): 0.1316, atom 15 (H): 0.1271, atom 16 (H): 0.1346, atom 17 (H): 0.1167, atom 18 (H): 0.1263, atom 19 (H): 0.1263, atom 20 (H): 0.0914, atom 21 (H): 0.1016, atom 22 (Br): 0.8120, atom 23 (C): -0.5977, atom 24 (C): -0.1529, atom 25 (C): -0.6202, atom 26 (Br): 0.8103, atom 27 (C): -0.1813, atom 28 (C): -0.0033, atom 29 (C): -0.0298, atom 30 (C): -0.1296, atom 31 (N): -0.0315, atom 32 (C): -0.1536, atom 33 (C): -0.4328, atom 34 (O): -0.2611, atom 35 (H): 0.1043, atom 36 (H): 0.0880, atom 37 (H): 0.1146, atom 38 (H): 0.1015

Record 3
Entry from OMol25: a structure of composition C13H17BrClF3IN2O3S2 (ωB97M-V/def2-TZVPD).

Output
**Calculated total energy**: -143355.5415 eV
**HOMO**: -12.5328 eV
**Gap between HOMO and LUMO**: 0.276 hartree
**Net charge**: +1

Geometry as XYZ:
```
43
C13H17BrClF3IN2O3S2 ωB97M-V/def2-TZVPD
C 2.9261 -3.3627 3.0918
C 1.8327 -2.4812 2.2739
C 1.1069 -1.2719 3.0657
F 1.1564 -0.0561 2.3147
F -0.2451 -1.5448 3.4173
F 1.7463 -0.9581 4.3023
S 0.3400 -3.5767 1.8734
C -0.1011 -2.4442 0.4533
Cl -1.8519 -2.3708 0.0166
N 0.9613 -1.8358 -0.0784
C 0.8493 -0.9333 -1.2747
C 0.8729 0.6300 -0.9480
C 2.3625 1.2803 -1.1139
Br 3.0267 2.0549 0.6241
C 2.1998 -2.2236 0.7058
I 2.7045 -4.1169 -0.3477
O 3.2729 -1.2362 0.5891
C 4.4584 -1.8576 0.0826
N 5.5886 -2.2424 -0.0189
H 2.3499 -4.2516 3.5383
H 3.3757 -2.7991 3.9738
H 3.7977 -3.6993 2.4337
H 1.6380 -1.2147 -2.0760
H -0.1617 -1.1648 -1.7852
H 0.4545 0.8801 0.0756
H 0.2119 1.1401 -1.7375
H 2.3446 2.1564 -1.8419
H 3.0338 0.4288 -1.4830
C -4.4236 3.1919 -1.2442
C -4.0852 2.2306 -2.3854
C -2.5702 2.0172 -2.3713
S -2.0471 2.2568 -0.6761
O -1.2040 3.4271 -0.6162
O -1.6445 0.9830 -0.1168
C -3.6554 2.6815 -0.0320
H -5.4973 3.2297 -1.0513
H -4.0900 4.2022 -1.5011
H -4.5935 1.2752 -2.2195
H -4.4196 2.6159 -3.3508
H -2.3027 1.0100 -2.6939
H -2.0565 2.7548 -2.9905
H -3.5548 3.4256 0.7577
H -4.1074 1.7697 0.3650
```

Atom-resolved charges from Löwdin, all expressed in e: atom 1 (C): -0.0424, atom 2 (C): -0.4500, atom 3 (C): -0.3671, atom 4 (F): 0.0512, atom 5 (F): 0.0253, atom 6 (F): 0.0828, atom 7 (S): 0.9820, atom 8 (C): -0.7570, atom 9 (Cl): 0.7421, atom 10 (N): -0.1354, atom 11 (C): -0.1091, atom 12 (C): -0.2327, atom 13 (C): -0.5175, atom 14 (Br): 0.6130, atom 15 (C): -0.6697, atom 16 (I): 1.1167, atom 17 (O): -0.0853, atom 18 (C): -0.3530, atom 19 (N): 0.1905, atom 20 (H): 0.1011, atom 21 (H): 0.1087, atom 22 (H): 0.0780, atom 23 (H): 0.1537, atom 24 (H): 0.1268, atom 25 (H): 0.0748, atom 26 (H): 0.1043, atom 27 (H): 0.0738, atom 28 (H): 0.0584, atom 29 (C): -0.2135, atom 30 (C): -0.2104, atom 31 (C): -0.2250, atom 32 (S): 0.6651, atom 33 (O): -0.2973, atom 34 (O): -0.3873, atom 35 (C): -0.2237, atom 36 (H): 0.1231, atom 37 (H): 0.1257, atom 38 (H): 0.1195, atom 39 (H): 0.1217, atom 40 (H): 0.0990, atom 41 (H): 0.1127, atom 42 (H): 0.1159, atom 43 (H): 0.1104

Which value of calculated total energy does entry 3 give? -143355.5415 eV

Look up the net charge of the first one. -1